No. 1
100
Properties=species:S:1:pos:R:3:lowdin_spin:R:1 method="wB97M-V/def2-TZVPD" charge=-2 total_energy_ev=-170605.70811 spin_multiplicity=6 s_squared=8.799 orbital_gap_ev="2.91 / 5.25" homo_ha="0.008 / -0.078" lumo_ev="3.13 / 3.13"
Ru -0.73 0.68 -0.52 2.13
C -6.71 -8.21 8.10 0.00
O -5.97 -7.08 8.47 0.00
C -5.44 -6.29 7.45 0.01
C -4.70 -5.19 7.86 0.00
C -4.12 -4.34 6.95 0.01
C -4.26 -4.57 5.56 0.00
C -5.03 -5.68 5.17 0.01
C -5.61 -6.52 6.08 0.00
C -3.66 -3.75 4.56 0.01
N -3.75 -3.97 3.25 0.00
C -3.04 -3.00 2.65 0.00
C -2.49 -2.12 3.61 0.00
N -2.90 -2.63 4.82 0.00
C -1.71 -1.00 3.28 0.05
C -1.17 -0.08 4.20 0.06
C -0.42 0.97 3.72 0.13
C -0.24 1.12 2.35 0.02
N -0.75 0.28 1.46 0.17
C -1.47 -0.80 1.88 0.13
C -1.97 -1.69 0.91 0.09
N -1.63 -1.47 -0.39 0.20
C -2.10 -2.25 -1.34 0.02
C -2.96 -3.32 -1.07 0.12
C -3.31 -3.59 0.25 0.04
C -2.80 -2.79 1.26 0.05
H -7.01 -8.68 9.03 0.00
H -6.11 -8.92 7.51 0.00
H -7.60 -7.93 7.52 0.00
H -4.57 -5.03 8.92 0.00
H -3.54 -3.50 7.31 0.00
H -5.15 -5.85 4.11 0.00
H -6.18 -7.37 5.73 0.00
H -2.68 -2.25 5.72 0.00
H -1.36 -0.20 5.26 0.00
H 0.00 1.71 4.39 0.01
H 0.31 1.96 1.95 0.00
H -1.78 -2.03 -2.34 0.00
H -3.34 -3.92 -1.89 0.01
H -3.96 -4.41 0.50 0.00
Cl -5.18 2.45 1.51 0.00
C -4.42 2.79 -0.05 0.00
C -3.10 1.98 -0.19 0.01
O -3.19 0.86 -0.70 0.05
O -2.05 2.52 0.19 0.04
H -4.23 3.86 -0.09 0.00
H -5.12 2.46 -0.82 0.00
C -0.51 1.27 -2.35 1.15
Ge 0.75 2.31 -3.34 0.23
C 2.74 2.06 -3.20 0.03
C 3.56 3.05 -2.68 0.00
C 4.93 2.88 -2.64 0.00
C 5.51 1.71 -3.10 0.00
C 4.69 0.69 -3.57 0.00
C 3.32 0.87 -3.61 0.00
C 0.39 4.25 -2.98 0.03
C -0.48 4.60 -1.96 0.02
C -0.84 5.92 -1.75 0.00
C -0.31 6.92 -2.55 0.00
C 0.59 6.59 -3.56 0.00
C 0.93 5.26 -3.76 0.00
C 0.45 2.22 -5.33 0.01
C 1.48 2.08 -6.24 0.00
C 1.24 2.04 -7.61 0.00
C -0.05 2.15 -8.08 0.00
C -1.10 2.29 -7.19 0.00
C -0.85 2.33 -5.83 0.01
H 3.12 3.96 -2.30 0.00
H 5.57 3.66 -2.23 0.00
H 6.58 1.58 -3.07 0.00
H 5.13 -0.24 -3.88 0.00
H 2.68 0.06 -3.94 0.00
H -0.90 3.82 -1.33 0.01
H -1.54 6.17 -0.96 0.00
H -0.59 7.96 -2.40 0.00
H 1.03 7.36 -4.18 0.00
H 1.62 5.00 -4.56 0.00
H 2.50 2.00 -5.88 0.00
H 2.06 1.93 -8.30 0.00
H -0.25 2.11 -9.15 0.00
H -2.11 2.38 -7.56 0.00
H -1.66 2.44 -5.13 0.01
S 5.22 3.00 1.31 0.00
C 4.38 1.85 0.47 0.00
S 2.61 1.83 0.40 0.02
C 2.70 0.28 -0.48 0.01
N 3.91 -0.08 -0.71 0.00
N 4.85 0.77 -0.22 0.00
C 6.17 0.38 -0.44 0.00
C 7.28 1.20 -0.20 0.00
C 8.55 0.71 -0.40 0.00
C 8.77 -0.58 -0.86 0.00
C 7.67 -1.38 -1.14 0.00
C 6.39 -0.92 -0.93 0.00
S 1.37 -0.66 -0.93 0.04
H 7.14 2.21 0.13 0.00
H 9.40 1.36 -0.19 0.00
H 9.77 -0.95 -1.03 0.00
H 7.80 -2.38 -1.53 0.00
H 5.53 -1.54 -1.15 0.00



No. 2
54
Properties=species:S:1:pos:R:3:nbo_charge:R:1 method="wB97M-V/def2-TZVPD" charge=+2 total_energy_ev=-68354.28710 orbital_gap_ev=6.13 homo_ha=-0.505 lumo_ev=-7.61
Ta 0.62 0.73 0.60 1.90
C 3.50 -0.75 1.21 -0.09
C 3.69 0.09 -0.04 -0.09
O 2.41 0.31 -0.67 -0.57
C 2.11 -0.46 -1.86 -0.09
C 1.56 -1.79 -1.41 -0.09
O 0.65 -1.46 -0.35 -0.57
C 0.12 -2.59 0.36 -0.09
C -0.85 -2.05 1.38 -0.09
O -0.30 -0.89 2.03 -0.57
C 0.46 -1.08 3.25 -0.12
C 1.90 -1.33 2.89 -0.09
O 2.23 -0.42 1.81 -0.57
H 4.30 -0.56 1.93 0.24
H 3.48 -1.82 0.98 0.19
H 4.36 -0.42 -0.74 0.23
H 4.09 1.07 0.19 0.25
H 3.00 -0.55 -2.48 0.24
H 1.36 0.13 -2.40 0.24
H 2.33 -2.45 -1.03 0.20
H 1.03 -2.29 -2.22 0.23
H 0.95 -3.14 0.81 0.19
H -0.40 -3.26 -0.34 0.24
H -1.09 -2.81 2.13 0.23
H -1.77 -1.72 0.90 0.24
H 0.04 -1.90 3.82 0.24
H 0.35 -0.15 3.80 0.26
H 2.09 -2.35 2.54 0.20
H 2.56 -1.13 3.74 0.24
S 2.88 4.41 -0.76 0.25
C 1.94 3.30 -0.11 -0.56
S 2.18 2.45 1.42 -0.10
S 0.47 2.61 -0.80 0.07
O -4.66 2.27 -1.61 -0.62
C -4.00 1.34 -2.30 0.42
C -4.51 0.98 -3.55 -0.26
C -3.87 0.03 -4.31 -0.11
C -2.70 -0.60 -3.86 -0.27
C -2.19 -0.25 -2.64 -0.09
C -2.82 0.72 -1.84 -0.34
C -2.28 1.11 -0.56 0.81
O -2.75 1.90 0.23 -0.63
O -1.10 0.47 -0.22 -0.82
H -4.21 2.45 -0.77 0.51
H -5.42 1.46 -3.89 0.25
H -4.29 -0.24 -5.27 0.24
H -2.22 -1.35 -4.47 0.23
H -1.29 -0.72 -2.27 0.18
N -0.21 2.06 3.43 -0.66
N -0.73 1.74 2.13 -0.67
H -0.92 2.55 3.97 0.38
H 0.57 2.70 3.30 0.39
H -1.16 2.54 1.66 0.43
H -1.49 1.08 2.27 0.42



No. 3
98
Properties=species:S:1:pos:R:3:lowdin_spin:R:1 method="wB97M-V/def2-TZVPD" total_energy_ev=-294253.82555 spin_multiplicity=2 s_squared=0.754 orbital_gap_ev="6.24 / 6.57" homo_ha="-0.271 / -0.283" lumo_ev="-1.13 / -1.15"
Ti 0.43 0.58 1.40 0.87
C -1.61 0.79 5.15 0.00
C -0.47 0.44 4.23 0.01
O -0.75 0.44 2.96 0.00
C 0.75 0.07 4.74 0.00
C 1.78 -0.54 3.95 0.01
C 2.86 -1.32 4.62 0.00
N 1.71 -0.47 2.65 -0.01
N 2.59 -1.27 1.91 0.00
C 2.04 -1.52 0.76 0.00
O 0.84 -1.11 0.41 0.02
C 2.82 -2.28 -0.25 0.00
C 3.97 -2.97 0.10 0.00
C 4.68 -3.67 -0.86 0.00
C 4.25 -3.67 -2.18 0.00
C 3.11 -2.98 -2.54 0.00
C 2.39 -2.28 -1.58 0.00
H -2.35 1.39 4.61 0.00
H -1.26 1.33 6.02 0.00
H -2.10 -0.12 5.49 0.00
H 0.87 0.07 5.81 0.00
H 2.86 -1.14 5.69 0.00
H 3.83 -1.05 4.20 0.00
H 2.72 -2.38 4.43 0.00
H 4.29 -2.96 1.13 0.00
H 5.57 -4.22 -0.58 0.00
H 4.81 -4.22 -2.93 0.00
H 2.77 -2.97 -3.57 0.00
H 1.48 -1.75 -1.84 0.00
Cl 1.85 4.31 -4.78 0.00
C 1.81 3.44 -3.27 0.00
C 3.02 2.92 -2.75 0.01
C 3.03 2.23 -1.57 0.00
C 1.83 2.00 -0.84 0.01
O 1.89 1.35 0.27 0.00
C 0.63 2.51 -1.40 0.00
C -0.64 2.29 -0.80 0.04
O -0.87 1.57 0.19 0.00
C 0.64 3.23 -2.61 0.01
H 3.94 3.09 -3.29 0.00
H 3.95 1.83 -1.17 0.00
H -1.51 2.79 -1.26 0.00
H -0.29 3.60 -3.02 0.00
Se -0.82 3.67 2.64 0.00
N 0.65 2.70 2.36 0.01
C 1.60 3.17 3.14 0.00
C 2.94 2.66 3.20 0.00
C 3.80 3.25 4.06 0.00
C 3.41 4.35 4.90 0.00
C 2.17 4.87 4.86 0.00
C 1.21 4.29 3.97 0.00
N -0.04 4.70 3.84 0.01
H 3.22 1.84 2.56 0.00
H 4.82 2.88 4.13 0.00
H 4.15 4.77 5.57 0.00
H 1.87 5.71 5.48 0.00
C -4.77 3.23 0.45 0.00
O -3.93 2.30 -0.24 0.00
C -4.15 1.01 0.08 0.00
O -4.89 0.67 0.97 0.00
C -3.29 0.07 -0.70 0.00
C -3.08 0.27 -2.00 0.00
As -1.71 -0.57 -3.10 0.00
C -2.86 -1.16 -4.57 0.00
C -1.53 -2.26 -2.16 0.00
C -1.68 -2.46 -0.85 0.00
As -2.58 -1.34 0.48 0.01
C -4.23 -2.41 0.53 0.00
C -1.14 -3.68 -0.17 0.00
O -1.64 -4.17 0.81 0.00
O 0.01 -4.09 -0.70 0.00
C 0.64 -5.19 -0.04 0.00
C -1.04 -3.35 -3.07 0.00
O -1.58 -4.42 -3.18 0.00
O -0.01 -2.95 -3.82 0.00
C 0.47 -3.92 -4.76 0.00
C -3.83 1.31 -2.77 0.00
O -5.02 1.32 -2.93 0.00
O -2.99 2.18 -3.36 0.00
C -3.61 3.15 -4.21 0.00
H -4.47 4.21 0.09 0.00
H -4.62 3.15 1.53 0.00
H -5.81 3.04 0.22 0.00
H -3.20 -0.28 -5.13 0.00
H -3.72 -1.72 -4.21 0.00
H -2.28 -1.78 -5.25 0.00
H -4.59 -2.59 -0.48 0.00
H -4.96 -1.85 1.11 0.00
H -3.98 -3.35 1.01 0.00
H 1.60 -5.32 -0.54 0.00
H 0.02 -6.09 -0.13 0.00
H 0.79 -4.96 1.01 0.00
H 1.17 -3.39 -5.40 0.00
H -0.36 -4.32 -5.34 0.00
H 0.97 -4.73 -4.24 0.00
H -2.81 3.60 -4.79 0.00
H -4.11 3.91 -3.61 0.00
H -4.34 2.68 -4.86 0.00